Below is 11 unconnected molecules or ions with the total composition C72H176BN5O5P2 in a non-equilibrium geometry, with properties calculated with ωB97M-V with the def2-TZVPD basis set.

The max |F| is 3.0 eV/Å. Its frontier orbital gap is 0.96 eV. Its total energy is -4203.53136 a.u. The charge is +6.

Last column: Mulliken charge in e.
Positions of all 261 atoms, in Å:
B  17.215  14.620  23.203  -0.39
H  27.507  9.692  34.393  0.00
H  17.404  13.425  23.552  -0.08
H  29.162  10.568  33.486  0.00
H  8.913  13.288  10.889  -0.17
C  17.277  14.295  10.504  -1.28
C  18.359  14.183  11.538  -0.29
N  19.636  15.022  11.223  0.07
C  20.236  14.563  9.896  -0.98
C  19.215  16.539  11.111  -0.61
C  20.382  17.527  10.882  -1.25
C  20.615  14.778  12.362  -0.78
C  20.190  15.247  13.760  -0.68
O  19.255  14.367  14.280  -0.25
C  19.211  14.311  15.687  -0.99
H  16.880  15.278  10.446  0.41
H  16.492  13.717  10.978  0.43
H  17.561  13.923  9.525  0.32
H  18.706  13.113  11.579  0.38
H  18.078  14.456  12.520  0.35
H  20.147  13.483  9.891  0.38
H  21.270  14.923  9.820  0.39
H  19.711  15.040  9.050  0.39
H  18.630  16.783  11.995  0.53
H  18.452  16.493  10.357  0.49
H  20.883  17.431  9.930  0.37
H  21.181  17.538  11.678  0.28
H  19.941  18.523  10.937  0.42
H  21.586  15.162  12.047  0.57
H  20.844  13.694  12.405  0.45
H  19.765  16.244  13.660  0.26
H  21.062  15.353  14.392  0.61
H  18.685  13.412  15.950  0.26
H  18.895  15.193  16.276  0.35
H  20.216  14.100  16.001  0.40
C  20.677  21.434  32.649  -1.18
C  21.857  21.078  31.823  -0.49
N  21.572  20.655  30.338  0.33
C  20.721  21.785  29.762  -0.97
C  22.934  20.515  29.580  -0.62
C  23.874  19.498  30.155  -1.16
C  20.784  19.360  30.371  -0.92
C  20.535  18.589  29.011  -0.82
O  19.894  19.273  27.952  -0.31
C  18.450  19.114  28.013  -0.78
H  19.946  20.619  32.742  0.32
H  20.131  22.259  32.207  0.33
H  20.907  21.750  33.670  0.43
H  22.465  20.331  32.322  0.37
H  22.546  21.900  31.762  0.49
H  21.000  22.778  30.173  0.41
H  19.662  21.696  29.970  0.40
H  20.757  21.833  28.701  0.32
H  23.321  21.517  29.470  0.54
H  22.657  20.259  28.592  0.48
H  24.749  19.477  29.500  0.41
H  23.454  18.506  30.309  0.31
H  24.242  19.746  31.178  0.32
H  19.859  19.625  30.906  0.46
H  21.387  18.692  30.949  0.52
H  19.935  17.714  29.325  0.51
H  21.510  18.353  28.608  0.38
H  18.099  19.511  27.079  0.28
H  18.029  19.528  28.938  0.29
H  18.276  18.017  28.097  0.37
C  17.079  6.143  15.890  -1.45
C  18.177  6.581  16.809  -0.41
N  18.008  7.855  17.542  0.31
C  17.663  8.942  16.560  -1.34
C  16.935  7.666  18.627  -0.21
C  16.431  8.966  19.290  -1.42
C  19.396  8.194  18.160  -0.59
C  19.857  7.195  19.253  -0.65
O  19.209  7.366  20.510  -0.30
C  18.945  6.232  21.284  -0.77
H  16.228  5.717  16.360  0.41
H  17.518  5.299  15.374  0.47
H  16.818  6.843  15.090  0.32
H  19.109  6.488  16.245  0.56
H  18.259  5.808  17.551  0.21
H  18.300  8.753  15.698  0.43
H  17.944  9.890  16.984  0.57
H  16.581  8.864  16.286  0.38
H  17.319  6.948  19.351  0.29
H  16.083  7.284  18.081  0.47
H  15.685  8.825  20.090  0.42
H  15.864  9.636  18.596  0.34
H  17.231  9.578  19.689  0.35
H  19.270  9.127  18.711  0.36
H  20.174  8.270  17.374  0.48
H  20.929  7.342  19.381  0.48
H  19.811  6.146  18.900  0.36
H  18.876  6.590  22.310  0.25
H  19.645  5.437  21.126  0.37
H  17.985  5.716  21.181  0.30
C  17.949  10.847  25.582  -1.06
C  16.896  9.741  25.711  -0.61
N  15.404  10.205  25.581  0.09
C  15.150  10.438  24.149  -1.02
C  14.475  9.220  26.304  -0.36
C  13.015  9.435  26.137  -1.20
C  15.138  11.646  26.278  -0.98
C  15.496  11.680  27.764  -0.74
O  14.451  11.118  28.447  -0.28
C  14.770  10.805  29.822  -0.84
H  17.630  11.581  24.815  0.04
H  18.905  10.393  25.312  0.45
H  18.022  11.414  26.488  0.30
H  16.991  9.168  26.674  0.42
H  17.056  8.995  24.947  0.73
H  15.692  11.383  23.864  0.23
H  14.106  10.711  24.073  0.35
H  15.311  9.556  23.544  0.51
H  14.775  9.196  27.373  0.31
H  14.843  8.265  25.905  0.60
H  12.692  10.289  26.785  0.28
H  12.543  8.580  26.600  0.42
H  12.694  9.544  25.088  0.28
H  14.098  11.777  26.077  0.74
H  15.740  12.434  25.775  0.48
H  15.809  12.710  27.998  0.51
H  16.380  11.069  27.980  0.29
H  14.938  11.742  30.316  0.32
H  15.605  10.089  29.851  0.36
H  13.842  10.392  30.246  0.27
C  22.790  17.909  21.595  -1.14
C  22.093  17.503  22.973  -0.31
N  20.600  17.108  22.760  0.15
C  20.057  16.825  24.194  -1.36
C  19.863  18.331  22.117  -0.45
C  18.350  18.219  22.283  -0.98
C  20.533  15.869  21.843  -0.75
C  20.916  14.588  22.507  -0.61
O  22.331  14.599  22.801  -0.24
C  22.880  13.284  23.119  -0.86
H  22.347  18.674  20.905  0.30
H  23.034  17.016  20.997  0.35
H  23.763  18.305  21.900  0.44
H  22.099  18.421  23.614  0.45
H  22.643  16.735  23.511  0.41
H  20.074  17.790  24.710  0.68
H  20.627  16.081  24.707  0.46
H  18.997  16.544  24.141  0.11
H  20.259  18.457  21.128  0.43
H  20.308  19.202  22.658  0.43
H  18.045  17.194  22.090  0.13
H  17.794  18.869  21.544  0.36
H  17.991  18.542  23.285  0.25
H  21.202  16.079  21.063  0.41
H  19.538  15.803  21.405  0.50
H  20.708  13.699  21.838  0.51
H  20.343  14.407  23.428  0.27
H  23.972  13.382  23.014  0.27
H  22.655  12.522  22.393  0.33
H  22.594  13.112  24.138  0.32
C  14.048  19.953  24.260  -1.53
C  13.695  18.478  23.880  -0.15
C  13.378  18.412  22.365  -0.40
C  12.994  16.958  22.009  -1.02
P  12.702  16.423  20.330  1.22
C  11.261  17.206  19.675  -1.12
C  10.730  16.697  18.358  -0.47
C  9.588  17.593  17.791  -0.78
C  10.007  19.004  17.499  -1.04
C  14.095  16.631  19.264  -1.59
C  14.318  18.075  18.810  -0.15
C  15.393  18.077  17.739  -0.60
C  15.767  19.568  17.478  -1.27
C  12.312  14.703  20.235  -1.09
C  10.961  14.362  20.884  -0.99
C  10.786  12.993  21.537  -0.72
C  10.884  11.821  20.515  -1.24
H  14.843  20.326  23.662  0.39
H  14.349  19.993  25.316  0.40
H  13.131  20.523  24.080  0.38
H  12.798  18.272  24.468  0.11
H  14.504  17.781  24.121  0.39
H  14.248  18.743  21.798  0.06
H  12.480  19.069  22.109  0.28
H  12.127  16.790  22.635  0.55
H  13.804  16.276  22.363  0.46
H  11.469  18.282  19.716  0.66
H  10.511  17.114  20.468  0.68
H  10.345  15.649  18.502  0.16
H  11.503  16.641  17.617  0.32
H  8.679  17.564  18.466  0.34
H  9.259  17.122  16.890  0.42
H  9.294  19.615  16.926  0.39
H  10.980  19.075  16.959  0.22
H  10.108  19.528  18.448  0.27
H  13.867  16.004  18.428  0.62
H  14.971  16.099  19.706  0.71
H  14.628  18.684  19.657  0.14
H  13.376  18.479  18.414  0.27
H  14.933  17.612  16.826  0.28
H  16.143  17.402  18.117  0.55
H  16.098  19.851  16.449  0.39
H  16.632  19.873  18.048  0.28
H  14.942  20.291  17.607  0.33
H  13.155  14.162  20.718  0.71
H  12.452  14.384  19.214  0.60
H  10.219  14.452  20.090  0.37
H  10.718  15.093  21.661  0.40
H  9.753  13.126  21.857  0.39
H  11.477  12.853  22.377  0.32
H  10.345  10.932  20.800  0.40
H  11.897  11.479  20.392  0.29
H  10.515  12.115  19.508  0.34
C  13.806  19.773  35.095  -1.23
C  12.528  20.168  34.282  -0.70
C  11.915  19.004  33.567  -0.34
C  12.657  18.655  32.289  -1.28
P  11.796  17.430  31.319  1.14
C  10.289  18.247  30.758  -1.48
C  10.381  19.660  30.196  -0.23
C  9.021  20.354  29.819  -0.88
C  8.354  21.032  31.062  -1.06
C  12.874  17.117  29.873  -1.30
C  12.066  16.703  28.666  -0.35
C  13.105  16.712  27.477  -0.28
C  12.590  15.938  26.292  -1.42
C  11.538  15.909  32.279  -1.20
C  10.811  14.803  31.548  -0.52
C  10.320  13.756  32.563  -0.56
C  9.907  12.422  31.892  -1.26
H  13.511  18.980  35.794  0.31
H  14.113  20.561  35.777  0.40
H  14.583  19.369  34.472  0.30
H  12.797  20.979  33.633  0.35
H  11.839  20.520  35.039  0.40
H  10.934  19.247  33.158  0.25
H  11.830  18.145  34.284  0.26
H  13.683  18.277  32.477  0.61
H  12.804  19.530  31.643  0.55
H  9.723  18.290  31.707  0.74
H  9.644  17.615  30.098  0.70
H  11.024  19.589  29.281  0.27
H  10.913  20.309  30.925  0.16
H  8.350  19.707  29.274  0.42
H  9.243  21.108  29.061  0.35
H  8.087  20.308  31.853  0.27
H  7.404  21.551  30.799  0.37
H  9.088  21.758  31.441  0.30
H  13.603  16.363  30.094  0.68
H  13.335  18.104  29.694  0.47
H  11.307  17.471  28.551  0.31
H  11.593  15.691  28.768  0.24
H  13.985  16.235  27.912  0.36
H  13.415  17.775  27.297  0.17
H  13.261  15.983  25.407  0.23
H  11.668  16.387  25.945  0.35
H  12.397  14.885  26.491  0.47
H  11.016  16.319  33.146  0.62
H  12.520  15.576  32.644  0.64
H  11.597  14.375  30.934  0.22
H  9.999  15.223  30.967  0.41
H  9.447  14.140  33.137  0.41
H  11.101  13.554  33.276  0.37
H  10.797  11.958  31.528  0.26
H  9.299  12.628  31.023  0.35
H  9.354  11.738  32.561  0.36